Molecular formula: C63H68AsBrCl5CrO2PSi2
Method: DFT, wB97M-V/def2-TZVPD

```
144
Properties=species:S:1:pos:R:3:forces:R:3
Cr -0.1675 -0.0864 0.5064 -0.413 0.863 -0.259
Cl -1.7593 5.7828 -2.4905 0.021 -0.137 0.030
C -1.3147 4.1282 -2.1884 0.025 0.010 0.151
C -1.1366 3.2493 -3.2403 0.053 -0.139 -0.043
Cl -1.3529 3.7653 -4.8876 0.005 -0.007 0.144
C -0.7903 1.9126 -2.9689 0.025 0.105 -0.223
Cl -0.6141 0.7473 -4.2475 -0.032 0.102 0.051
C -0.6220 1.4691 -1.6735 0.108 -0.403 -0.039
O -0.3231 0.2104 -1.3644 -0.080 0.102 -0.064
C -0.8277 2.3573 -0.5866 0.048 -0.055 0.394
O -0.7381 1.8503 0.6184 0.064 0.063 -0.311
C -1.1582 3.6776 -0.8652 -0.052 0.167 -0.084
Cl -1.4469 4.7207 0.4909 0.045 0.030 -0.119
C -2.5438 -5.9320 -0.1003 0.037 0.038 0.024
C -1.9698 -5.3397 -1.2190 0.056 0.020 0.092
C -1.0199 -4.3350 -1.0646 -0.008 0.026 0.123
C -0.6160 -3.8950 0.2030 -0.006 -0.095 -0.087
C -1.1878 -4.5287 1.3139 0.041 -0.042 -0.094
C -2.1437 -5.5280 1.1685 0.054 0.053 -0.085
Si 0.6046 -2.4321 0.4009 0.046 -0.582 0.199
C 1.6508 -3.0651 1.8650 0.080 -0.051 0.179
C 1.5236 -2.5527 3.1624 0.089 -0.147 -0.079
C 2.2493 -3.0705 4.2312 0.005 -0.030 -0.089
C 3.1321 -4.1236 4.0232 -0.050 0.044 -0.066
C 3.2715 -4.6579 2.7470 -0.015 0.085 -0.076
C 2.5379 -4.1332 1.6860 0.039 0.020 0.116
H -3.3016 -6.6972 -0.2175 0.002 0.003 0.003
H -2.2673 -5.6597 -2.2122 -0.007 0.007 0.008
H -0.5921 -3.8682 -1.9497 -0.007 -0.027 0.058
H -0.8940 -4.2229 2.3150 -0.018 0.002 -0.049
H -2.5873 -5.9810 2.0472 -0.001 -0.009 0.007
H 1.4907 -2.6992 -0.7756 0.085 0.113 -0.085
H 0.8467 -1.7281 3.3482 0.055 0.043 -0.003
H 2.1276 -2.6445 5.2218 -0.003 -0.001 -0.040
H 3.7093 -4.5235 4.8491 -0.011 -0.003 -0.005
H 3.9588 -5.4803 2.5751 -0.021 0.024 0.004
H 2.6565 -4.5635 0.6939 -0.005 0.026 0.065
C -3.2742 -2.0309 0.1521 -0.108 0.191 -0.163
C -4.7902 -2.0543 0.2682 0.008 0.045 -0.064
As -5.6497 -3.5119 -0.7402 0.040 -0.108 0.037
C -5.3720 -2.7799 -2.5393 0.052 0.009 -0.072
C -6.3499 -2.1528 -3.3081 0.106 0.021 -0.037
C -6.0393 -1.6274 -4.5585 0.025 -0.035 0.034
C -4.7476 -1.7199 -5.0589 -0.009 -0.005 0.056
C -3.7706 -2.3699 -4.3147 -0.049 0.006 0.030
C -4.0867 -2.9093 -3.0741 -0.024 0.002 -0.049
C -7.4886 -2.9265 -0.3999 -0.031 0.054 -0.061
C -7.8896 -1.5896 -0.4346 -0.134 -0.046 0.063
C -9.1973 -1.2358 -0.1276 0.058 -0.067 -0.006
C -10.1230 -2.2139 0.2196 0.037 0.023 -0.007
C -9.7358 -3.5447 0.2595 0.073 0.006 -0.026
C -8.4243 -3.8946 -0.0488 -0.120 0.073 0.000
P -2.5365 -0.4588 0.7832 -0.243 -0.275 0.141
C -2.9808 -0.2926 2.4630 0.184 0.020 0.152
C -4.2882 -0.0686 2.9065 -0.073 -0.079 0.101
C -4.6933 -0.3817 4.1941 0.254 -0.092 -0.013
C -3.7928 -1.1946 4.9723 -0.119 0.118 -0.020
C -2.5018 -1.3818 4.6175 0.003 0.171 -0.080
C -1.9073 -0.5211 3.5229 -0.138 0.030 -0.033
C -3.4163 0.7828 -0.2326 0.007 0.011 0.098
C -3.6039 0.5591 -1.5944 -0.076 0.026 -0.074
C -4.1669 1.5356 -2.4051 -0.007 0.033 0.083
C -4.5374 2.7598 -1.8608 0.001 -0.068 0.019
C -4.3416 2.9966 -0.5059 0.009 -0.109 0.045
C -3.7824 2.0140 0.3039 -0.123 0.057 -0.035
H -2.9319 -2.1788 -0.8742 0.003 0.026 0.021
H -2.8314 -2.8248 0.7458 -0.002 -0.028 0.027
H -5.2258 -1.1227 -0.0915 0.035 0.050 0.000
H -5.0981 -2.1788 1.3071 0.041 -0.006 0.054
H -7.3600 -2.0590 -2.9326 -0.024 0.009 0.015
H -6.8102 -1.1306 -5.1365 0.011 -0.004 0.011
H -4.5008 -1.2848 -6.0200 -0.005 -0.014 0.020
H -2.7582 -2.4482 -4.6932 -0.021 0.010 0.018
H -3.3173 -3.4309 -2.5127 -0.067 0.041 -0.050
H -7.1824 -0.8126 -0.6998 -0.008 -0.009 -0.005
H -9.4891 -0.1928 -0.1526 -0.007 -0.009 0.000
H -11.1408 -1.9358 0.4654 0.004 0.004 -0.003
H -10.4492 -4.3118 0.5368 0.002 0.006 -0.003
H -8.1226 -4.9346 -0.0082 0.011 -0.020 -0.002
H -5.0342 0.2930 2.2002 0.031 0.023 -0.011
H -5.7167 -0.2229 4.5089 0.012 -0.015 0.015
H -4.1837 -1.7287 5.8366 -0.016 0.005 -0.036
H -1.8628 -2.0628 5.1718 -0.028 -0.011 -0.060
H -1.0494 -1.0449 3.0796 0.021 -0.013 -0.015
H -3.2735 -0.3689 -2.0435 -0.020 -0.034 -0.034
H -4.2866 1.3460 -3.4651 0.015 0.001 -0.010
H -4.9488 3.5364 -2.4966 0.016 -0.024 0.021
H -4.5884 3.9625 -0.0802 0.001 -0.029 -0.014
H -3.5836 2.2118 1.3500 -0.025 -0.017 0.005
C 4.7246 -1.9838 -2.1300 0.027 -0.080 -0.066
C 5.8188 -1.6302 -1.1070 0.039 -0.058 -0.059
C 7.1708 -1.4916 -1.8233 0.054 -0.085 -0.037
C 5.9101 -2.8275 -0.1526 0.026 -0.140 -0.072
Si 5.2953 -0.0342 -0.1587 -0.271 -0.112 0.160
Br 2.0114 0.5590 1.3659 0.456 -0.035 0.150
C 6.1059 0.0883 1.5890 -0.018 -0.016 0.079
C 5.4470 -0.9280 2.5445 0.036 0.043 0.081
C 5.8540 1.4738 2.2031 -0.032 0.005 0.096
C 7.6240 -0.1544 1.5593 0.028 0.027 0.089
C 5.5038 1.5631 -1.2135 0.009 0.136 0.026
C 5.0480 1.3157 -2.6565 -0.022 0.055 -0.087
C 4.5788 2.6675 -0.6641 -0.008 0.027 -0.070
C 6.9520 2.0794 -1.2393 -0.012 0.066 -0.074
H 4.9933 -2.9252 -2.6329 -0.026 0.068 0.028
H 4.5972 -1.2238 -2.9002 0.014 -0.044 0.033
H 3.7545 -2.1287 -1.6453 0.076 0.015 -0.008
H 7.4214 -2.4409 -2.3232 -0.012 0.084 0.036
H 7.9810 -1.2639 -1.1224 -0.059 -0.024 -0.049
H 7.1646 -0.7125 -2.5892 -0.019 -0.054 0.048
H 6.0863 -3.7381 -0.7453 0.002 0.074 0.053
H 4.9851 -2.9793 0.4071 -0.023 0.032 -0.003
H 6.7306 -2.7393 0.5617 -0.033 -0.006 -0.037
H 4.3601 -0.8063 2.5854 0.090 0.037 -0.025
H 5.8455 -0.7673 3.5583 -0.047 -0.034 -0.085
H 5.6487 -1.9635 2.2758 0.015 0.017 -0.002
H 4.7870 1.7164 2.2418 0.091 -0.057 -0.028
H 6.3712 2.2728 1.6689 -0.005 -0.019 0.010
H 6.2306 1.4710 3.2365 -0.025 0.021 -0.081
H 7.8749 -1.1723 1.2532 -0.017 0.051 0.012
H 8.0391 -0.0041 2.5682 -0.028 -0.025 -0.080
H 8.1418 0.5340 0.8843 -0.036 -0.019 0.046
H 4.0171 0.9527 -2.6994 0.062 0.035 0.024
H 5.6835 0.6070 -3.1909 -0.018 0.040 0.023
H 5.0837 2.2682 -3.2021 -0.005 -0.056 -0.004
H 3.5392 2.3323 -0.6029 0.101 0.007 -0.019
H 4.6170 3.5335 -1.3398 0.005 -0.040 0.042
H 4.8671 3.0120 0.3272 0.009 -0.018 -0.003
H 7.6459 1.3414 -1.6540 -0.049 0.044 0.019
H 7.3107 2.3519 -0.2440 -0.033 -0.009 -0.047
H 7.0118 2.9820 -1.8672 -0.005 -0.071 0.049
Cl 2.4079 -0.0072 8.7229 -0.096 0.023 -0.098
C 1.3109 0.2669 7.3733 -0.001 0.000 0.044
C -0.0471 0.3866 7.6130 -0.049 -0.011 -0.022
C -0.9064 0.5995 6.5414 -0.033 -0.008 0.079
C -0.4318 0.6975 5.2339 -0.021 -0.064 -0.047
C -1.3718 0.8443 4.0678 -0.106 -0.014 0.122
C 0.9424 0.5806 5.0340 0.090 0.047 -0.003
C 1.8194 0.3649 6.0920 0.003 0.030 -0.089
H -0.4260 0.3059 8.6237 -0.006 0.008 -0.013
H -1.9734 0.6834 6.7163 0.043 -0.017 0.010
H -2.2547 1.4210 4.3573 0.024 0.022 0.066
H -0.8822 1.3824 3.2514 -0.009 -0.018 -0.047
H 1.3378 0.6713 4.0280 0.025 -0.038 0.019
H 2.8857 0.2816 5.9201 -0.042 -0.013 -0.019
```
Positions in Å, forces in eV/Å.

Its spin multiplicity is 5. Its frontier orbital gap (alpha / beta) is 5.215 / 5.213 eV. The expectation value of S² is 6.07. The total charge is -2. Its largest force on an atom is 0.992 eV/A. The value obtained for the HOMO energy (alpha / beta) is -1.470 / -1.469 eV.

Molecular formula: C63H94N9O3SeTa
Method: DFT, wB97M-V/def2-TZVPD

```
171
Properties=species:S:1:pos:R:3:forces:R:3
Ta 0.2009 -0.0615 -0.4350 0.457 0.476 0.750
C -7.1421 3.6366 -2.5764 0.031 0.001 0.027
C -6.2740 3.9077 -1.3475 -0.033 0.030 0.020
C -7.1514 3.7829 -0.0937 0.024 -0.014 -0.035
C -5.7226 5.3386 -1.4431 -0.008 -0.025 0.001
C -5.0983 2.9445 -1.2493 -0.002 0.033 0.010
C -4.2303 2.9873 -0.1769 -0.043 -0.010 0.023
C -3.1151 2.1681 -0.1080 0.093 -0.158 -0.015
C -2.2527 2.4039 1.0757 -0.012 0.015 0.013
N -1.5282 1.2479 1.6131 0.046 -0.085 0.090
C -2.4708 0.1521 1.9403 -0.053 -0.021 -0.052
C -2.4759 -1.0753 1.0242 -0.115 0.062 0.103
N -1.1599 -1.6745 0.6410 0.459 0.704 -0.434
C -0.4833 -2.2524 1.8391 0.088 -0.016 0.169
C 0.0281 -1.2811 2.8999 -0.071 -0.102 -0.046
N 0.7138 -0.0681 2.4043 -0.026 0.221 -0.149
C 0.3551 1.0662 3.2621 -0.022 0.018 0.081
C -0.9098 1.7892 2.8277 -0.025 -0.058 0.082
C 2.1919 -0.1688 2.5026 0.000 -0.124 0.085
C 2.6975 -1.5322 2.2166 -0.005 0.043 -0.111
C 3.3960 -2.2054 3.1978 0.015 0.019 -0.029
C 3.8087 -3.5151 3.0004 0.009 -0.020 0.002
C 3.5346 -4.0510 1.7551 0.051 0.061 0.039
C 2.8762 -3.3956 0.7053 -0.013 0.038 -0.030
C 2.3793 -2.1044 0.9800 0.134 0.099 0.082
O 1.5688 -1.2961 0.1830 0.102 -0.429 -0.010
C 2.7789 -4.1971 -0.5916 -0.057 -0.051 -0.006
C 2.8143 -3.2753 -1.7939 0.017 0.116 -0.138
C 3.9657 -5.1627 -0.7639 -0.037 -0.026 0.012
C 1.4913 -5.0276 -0.5686 0.054 0.047 -0.016
C 4.5085 -4.2876 4.1125 0.002 0.002 -0.005
C 4.9401 -5.6827 3.6601 -0.015 0.038 0.014
C 3.5344 -4.4318 5.2910 0.023 -0.014 -0.018
C 5.7545 -3.5127 4.5635 -0.004 -0.024 -0.032
C -1.4485 -2.8522 -0.2714 -0.119 -0.119 -0.091
C -1.0038 -3.0272 -1.7337 -0.016 0.159 0.072
C -1.4483 -4.2529 -2.2321 -0.077 -0.064 -0.022
C -1.1043 -4.6959 -3.4865 0.012 0.003 -0.045
C -0.2927 -3.8606 -4.2598 -0.137 0.040 0.030
C 0.1646 -2.6148 -3.8618 0.025 0.154 0.023
C -0.2257 -2.2199 -2.5494 0.028 -0.060 -0.116
O 0.1802 -1.0157 -2.0058 -0.170 -0.235 -0.356
C 1.0238 -1.8078 -4.8858 0.094 -0.106 0.102
C 0.2311 -0.6739 -5.5343 -0.059 -0.054 -0.034
C 2.2971 -1.1974 -4.2853 -0.078 -0.014 0.119
C 1.4838 -2.6983 -6.0489 0.069 -0.053 0.046
C -1.5608 -6.0359 -4.0528 0.016 -0.007 -0.029
C -2.4000 -6.8281 -3.0502 0.019 0.037 -0.026
C -0.3285 -6.8747 -4.4223 -0.039 0.013 0.017
C -2.4063 -5.7818 -5.3094 0.015 -0.005 0.019
C -2.7883 1.2545 -1.1149 -0.116 0.007 0.082
O -1.5601 0.5929 -1.0084 0.064 0.298 -0.322
C -3.7361 1.0996 -2.1628 0.146 -0.046 0.022
C -4.8280 1.9677 -2.1930 -0.021 0.040 0.028
C -3.7175 0.0222 -3.2383 -0.028 -0.051 0.035
C -2.3914 0.0425 -3.9648 0.121 0.021 -0.036
C -3.9379 -1.3304 -2.5583 -0.069 -0.030 -0.056
C -4.8115 0.1808 -4.2989 -0.008 -0.055 -0.013
H -7.9626 4.3533 -2.6030 -0.010 0.003 -0.006
H -7.5783 2.6365 -2.5483 -0.009 -0.008 -0.014
H -6.5779 3.7468 -3.5043 -0.003 -0.002 -0.018
H -7.9950 4.4705 -0.1621 -0.010 0.003 0.009
H -6.5997 4.0249 0.8152 0.001 0.005 0.012
H -7.5440 2.7696 0.0046 -0.014 -0.002 0.006
H -6.5419 6.0509 -1.5476 -0.002 0.011 0.012
H -5.0708 5.4447 -2.3135 -0.008 0.011 -0.012
H -5.1543 5.6095 -0.5516 0.015 0.006 0.001
H -4.4017 3.6815 0.6383 0.002 0.001 0.012
H -2.8882 2.8200 1.8695 0.009 -0.006 0.002
H -1.5166 3.1707 0.8487 -0.007 0.050 0.053
H -3.4993 0.5283 1.9036 0.004 0.022 0.029
H -2.3140 -0.1528 2.9703 -0.029 0.014 -0.024
H -3.0057 -0.8423 0.1089 -0.006 -0.034 -0.072
H -3.0533 -1.8476 1.5457 0.021 -0.022 -0.034
H 0.3396 -2.8617 1.4817 -0.082 -0.028 -0.003
H -1.1938 -2.9262 2.3310 -0.006 -0.008 -0.024
H 0.7021 -1.8644 3.5341 -0.017 0.025 0.027
H -0.7873 -0.9731 3.5443 0.027 -0.004 0.013
H 1.1786 1.7774 3.2427 0.024 -0.003 -0.009
H 0.2732 0.7314 4.3018 0.081 0.002 0.001
H -0.6393 2.8230 2.6171 -0.037 0.012 0.036
H -1.6421 1.8287 3.6422 -0.017 -0.003 -0.019
H 2.5159 0.1097 3.5102 -0.019 0.001 -0.002
H 2.6096 0.5593 1.8074 0.100 0.048 -0.018
H 3.5943 -1.6963 4.1337 -0.012 -0.004 0.013
H 3.8703 -5.0551 1.5586 0.000 -0.004 0.018
H 3.8136 -2.8479 -1.9035 0.036 0.030 -0.035
H 2.1067 -2.4616 -1.7108 -0.040 0.087 -0.048
H 2.5824 -3.8458 -2.6937 0.018 0.035 -0.087
H 4.9152 -4.6744 -0.5408 0.014 0.003 -0.025
H 3.9929 -5.4951 -1.8024 -0.016 -0.015 -0.010
H 3.8818 -6.0587 -0.1493 0.009 -0.005 0.016
H 0.6162 -4.3843 -0.5559 0.051 -0.048 -0.002
H 1.4655 -5.6757 0.3092 0.014 -0.021 0.014
H 1.4283 -5.6532 -1.4615 -0.023 0.005 -0.022
H 4.0851 -6.2991 3.3766 0.000 -0.014 -0.016
H 5.4487 -6.1867 4.4816 0.002 -0.008 0.009
H 5.6356 -5.6362 2.8203 0.005 -0.016 -0.011
H 2.6324 -4.9642 4.9829 -0.011 -0.005 0.012
H 3.2407 -3.4596 5.6902 -0.008 0.008 0.007
H 4.0015 -4.9970 6.0983 0.011 0.005 0.013
H 6.4386 -3.3613 3.7268 0.016 0.006 0.007
H 6.2826 -4.0732 5.3354 -0.004 -0.001 0.020
H 5.5008 -2.5369 4.9789 0.000 0.014 -0.001
H -2.5303 -2.9890 -0.2653 -0.022 0.060 -0.042
H -1.0489 -3.7270 0.2409 -0.049 0.032 0.016
H -2.0641 -4.8726 -1.5922 0.004 -0.004 0.025
H -0.0201 -4.2147 -5.2397 0.006 -0.015 0.007
H -0.0543 0.0809 -4.8140 -0.076 0.138 0.104
H -0.6600 -1.0496 -6.0329 -0.079 0.009 -0.003
H 0.8605 -0.2046 -6.2937 -0.013 0.016 -0.003
H 2.1048 -0.6578 -3.3627 -0.003 -0.090 0.026
H 2.7167 -0.4957 -5.0116 0.021 -0.002 0.009
H 3.0488 -1.9596 -4.1004 0.076 -0.086 0.089
H 0.6514 -3.0376 -6.6660 0.040 0.012 -0.035
H 2.0503 -3.5653 -5.7056 -0.014 -0.032 0.007
H 2.1407 -2.1100 -6.6906 0.006 0.006 0.000
H -1.8398 -7.0428 -2.1378 -0.009 -0.009 0.016
H -2.6846 -7.7822 -3.4929 -0.008 -0.009 0.000
H -3.3192 -6.3017 -2.7857 -0.007 -0.001 0.016
H 0.2906 -7.0617 -3.5426 0.013 -0.013 0.002
H 0.2881 -6.3851 -5.1766 0.009 0.000 -0.002
H -0.6437 -7.8373 -4.8262 0.007 -0.013 -0.008
H -3.2619 -5.1441 -5.0792 -0.013 -0.006 -0.004
H -2.7820 -6.7264 -5.7040 0.004 -0.008 -0.016
H -1.8237 -5.3001 -6.0958 -0.009 0.010 -0.007
H -5.5267 1.8535 -3.0029 0.026 0.032 0.014
H -1.5621 0.0044 -3.2668 0.089 -0.038 0.004
H -2.3013 0.9513 -4.5659 0.025 -0.006 -0.046
H -2.3281 -0.8170 -4.6267 0.064 -0.054 -0.091
H -3.0714 -1.5893 -1.9650 0.161 -0.102 0.186
H -4.0746 -2.1152 -3.3054 0.036 -0.017 0.011
H -4.8233 -1.3048 -1.9191 -0.004 -0.019 -0.021
H -4.7656 1.1483 -4.8004 0.000 0.005 -0.018
H -5.8137 0.0400 -3.8917 -0.004 0.007 -0.014
H -4.6596 -0.5890 -5.0568 -0.006 -0.008 -0.002
C 2.1014 3.7505 -4.3051 -0.010 -0.013 0.006
C 0.9855 2.7280 -4.3289 0.016 0.002 -0.062
N 1.1166 1.8641 -3.1681 0.021 -0.156 -0.034
C 2.2652 1.6061 -2.5096 -0.157 0.051 -0.110
N 2.2092 0.8608 -1.4150 -0.537 -0.501 0.355
C 3.4949 0.6606 -0.7374 0.015 0.175 -0.149
C 4.6168 0.4504 -1.7370 -0.038 0.008 -0.013
C 4.7336 1.6991 -2.5741 0.028 -0.062 0.015
N 3.4060 2.1297 -3.0102 -0.047 0.030 0.014
C 3.4097 3.0009 -4.1850 -0.055 0.018 -0.018
H 1.9783 4.4227 -3.4509 -0.011 0.018 -0.007
H 2.0912 4.3497 -5.2141 0.017 0.000 -0.002
H 1.0274 2.1412 -5.2504 0.010 0.000 -0.007
H 0.0075 3.2070 -4.2873 0.021 -0.068 -0.005
H 0.2673 1.5043 -2.7619 -0.028 0.106 -0.080
H 3.4314 -0.1963 -0.0875 -0.057 -0.131 0.116
H 3.7364 1.5402 -0.1206 0.001 -0.015 0.020
H 4.3755 -0.4063 -2.3694 0.015 -0.030 0.018
H 5.5566 0.2453 -1.2258 0.004 0.008 -0.001
H 5.3357 1.5192 -3.4670 -0.006 0.015 -0.002
H 5.2072 2.5086 -2.0109 0.013 0.000 -0.012
H 3.5870 2.4039 -5.0866 0.034 0.006 0.007
H 4.2487 3.6888 -4.0747 -0.004 -0.002 0.012
Se -1.6280 4.7060 -2.3602 -0.178 0.015 -0.137
N -0.6724 5.7549 -1.3315 0.127 0.142 0.173
C 0.0958 4.9701 -0.5948 0.015 -0.110 -0.104
C 1.0462 5.4188 0.3624 0.037 -0.010 0.044
C 1.7638 4.4679 1.0116 -0.001 0.115 0.010
C 1.5148 3.0900 0.7609 -0.069 -0.193 -0.028
N 0.6468 2.6118 -0.0907 -0.322 -0.385 -0.038
C -0.0478 3.5490 -0.8278 -0.098 0.234 -0.057
N -0.9151 3.2148 -1.7621 0.125 0.055 0.066
H 1.1787 6.4765 0.5439 -0.006 0.016 -0.015
H 2.5184 4.7359 1.7377 -0.007 -0.034 0.026
H 2.0718 2.3558 1.3263 0.055 0.038 0.023
```
Positions in Å, forces in eV/Å.

Its spin multiplicity is 1. Its frontier orbital gap is 6.657 eV. The total charge is +2. Its largest force on an atom is 0.999 eV/A. The value obtained for the HOMO energy is -12.656 eV.